# C6H9MnO3P

C6H9MnO3P as an isolated structure in a non-equilibrium geometry (ωB97M-V/def2-TZVPD, OMol25).

Last column: Mulliken spin population.
CARTESIAN COORDINATES (ANGSTROEM)
O: 0.051 3.628 -0.157  0.0002
C: -0.062 2.547 -0.520  0.0019
Mn: -0.009 -2.368 0.413  4.5892
C: 1.495 -2.057 -0.571  -0.0486
C: -1.440 -2.062 -0.663  -0.0795
O: 2.553 -1.931 -1.079  0.1505
O: -2.468 -2.017 -1.228  0.1530
C: 0.342 -2.455 2.542  0.0719
P: 0.003 -0.754 1.883  0.0754
C: -1.571 -0.393 2.779  0.0458
C: 1.198 0.171 2.935  0.0389
H: -0.167 -3.231 1.881  -0.0316
H: -0.201 -2.479 3.494  0.0118
H: 1.399 -2.717 2.738  0.0114
H: -1.490 -0.490 3.861  0.0063
H: -1.841 0.633 2.539  -0.0022
H: -2.383 -1.043 2.434  -0.0025
H: 0.929 0.136 3.996  0.0060
H: 2.208 -0.255 2.816  0.0006
H: 1.206 1.216 2.599  0.0014

Kohn-Sham gap (spin up / spin down)	0.323 / 0.270	Ha
lowest unoccupied orbital energy (spin up / spin down)	-9.597 / -11.731	eV
total charge	+2
highest occupied orbital energy (spin up / spin down)	-18.380 / -19.076	eV
expectation value of S²	8.77
spin multiplicity	6